Entry 1:
Density functional theory data (ωB97M-V with the def2-TZVPD basis set) for a molecular structure, C27H43BaN4O2PS5.

Structure (XYZ):
```
83
Properties=species:S:1:pos:R:3:mulliken_charge:R:1
Ba -0.790 -0.313 -0.059 0.657
C 3.477 -0.646 0.085 -0.993
N 2.588 0.504 0.010 1.011
C 2.464 1.123 1.322 -1.073
C 3.087 1.459 -0.970 -1.150
C 2.154 2.632 -1.197 -1.325
N 0.809 2.225 -1.565 1.165
C -0.108 3.354 -1.463 -1.075
C 0.782 1.708 -2.933 -0.633
H 4.507 -0.363 0.355 0.354
H 3.506 -1.158 -0.878 0.199
H 3.115 -1.352 0.834 0.223
H 3.402 1.610 1.639 0.278
H 2.213 0.368 2.064 0.352
H 1.671 1.874 1.326 0.129
H 3.259 0.922 -1.905 0.425
H 4.066 1.858 -0.654 0.385
H 2.597 3.279 -1.972 0.419
H 2.094 3.240 -0.292 0.442
H 0.197 4.191 -2.111 0.385
H -0.147 3.712 -0.433 0.269
H -1.106 3.041 -1.770 0.206
H 1.066 2.490 -3.656 0.279
H -0.216 1.348 -3.178 0.247
H 1.478 0.878 -3.040 -0.091
O -2.333 5.308 4.896 -0.496
C -2.821 5.328 3.568 -0.637
C -2.398 4.072 2.858 0.342
C -2.788 3.850 1.548 -1.006
C -2.380 2.692 0.914 -0.678
N -1.622 1.769 1.516 0.534
C -1.275 1.962 2.792 -0.237
C -1.630 3.104 3.491 -0.483
C -0.498 0.849 3.453 0.404
C -0.121 0.909 4.784 -0.642
C 0.573 -0.153 5.356 0.365
C 0.974 -0.094 6.811 -0.718
O -0.113 0.258 7.649 -0.503
C 0.858 -1.252 4.567 -0.816
C 0.453 -1.233 3.243 -0.677
N -0.200 -0.214 2.692 0.358
H -2.599 6.118 5.337 0.312
H -2.432 6.190 3.015 0.327
H -3.914 5.387 3.547 0.343
H -3.410 4.559 1.015 0.475
H -2.684 2.467 -0.103 0.582
H -1.343 3.260 4.518 0.689
H -0.373 1.758 5.402 0.494
H 1.718 0.690 6.952 0.289
H 1.433 -1.040 7.109 0.370
H -0.782 -0.434 7.598 0.323
H 1.380 -2.113 4.966 0.387
H 0.660 -2.082 2.596 0.501
S -5.568 -3.493 -4.942 -0.269
C -4.808 -2.604 -3.772 0.103
S -4.111 -1.054 -4.039 -0.117
C -3.476 -0.761 -2.435 -0.120
C -3.745 -1.717 -1.522 0.001
S -3.308 -1.787 0.186 -0.465
S -4.676 -3.074 -2.123 -0.193
S -2.547 0.725 -2.238 -0.381
C -0.002 -5.128 -1.253 -1.261
C 1.031 -4.343 -2.063 -0.646
P 0.475 -2.615 -2.312 0.803
C -0.969 -2.775 -3.430 0.029
C -0.787 -3.553 -4.728 -1.421
C 1.771 -1.879 -3.424 0.383
C 2.709 -2.834 -4.161 -1.559
H 0.368 -6.122 -1.000 0.389
H -0.931 -5.254 -1.812 0.273
H -0.259 -4.615 -0.324 0.206
H 1.216 -4.831 -3.021 0.374
H 1.988 -4.306 -1.535 0.401
H -1.282 -1.747 -3.634 0.213
H -1.784 -3.197 -2.834 0.118
H -0.043 -3.086 -5.378 0.239
H -1.729 -3.584 -5.278 0.415
H -0.480 -4.586 -4.551 0.283
H 2.359 -1.182 -2.822 -0.601
H 1.225 -1.261 -4.142 0.465
H 3.313 -3.422 -3.468 0.279
H 3.395 -2.281 -4.804 0.465
H 2.158 -3.533 -4.791 0.305
```

## Properties
**Energy above the lowest of the compared OMol25 structures with the same formula, charge and spin**: 0.240 eV
**Total charge**: 0

Entry 2:
Density functional theory data (ωB97M-V with the def2-TZVPD basis set) for a molecular structure, C27H43BeBrN2O2P2.

Structure (XYZ):
```
78
Properties=species:S:1:pos:R:3:mulliken_charge:R:1
C 2.922 4.590 -0.696 -0.290
C 1.919 3.904 -1.415 0.353
C 1.950 3.926 -2.825 -0.158
C 2.932 4.704 -3.443 -0.440
N 3.811 5.413 -2.748 -0.559
C 3.844 5.347 -1.424 -0.402
C 0.912 3.185 -0.745 0.415
C -0.036 2.601 -0.257 -0.506
C -1.170 2.302 0.560 0.813
C -1.378 0.982 0.996 -0.025
C -2.573 0.552 1.678 1.421
C -3.639 1.486 1.542 -0.770
C -3.433 2.785 1.108 -0.367
C -2.154 3.255 0.823 -1.063
Be -1.651 1.012 3.194 -0.445
P 1.315 -0.203 0.261 0.730
H 1.246 3.342 -3.426 0.464
H 2.989 4.546 0.396 0.424
H 2.991 4.743 -4.529 0.389
H 4.620 5.916 -0.910 0.382
H -1.971 4.271 0.458 0.549
H -0.783 0.115 0.516 -0.739
H -4.292 3.420 0.963 0.508
H -2.708 -0.552 1.729 0.265
C 1.938 -1.873 0.626 -0.763
C 3.076 -2.372 -0.252 -1.446
H 1.062 -2.534 0.543 0.578
H 2.233 -1.865 1.683 0.482
H 3.318 -3.397 0.052 0.460
H 2.813 -2.401 -1.315 0.247
H 3.987 -1.775 -0.128 0.294
C 1.586 0.081 -1.535 -0.052
C 2.946 0.625 -1.952 -1.719
H 0.813 0.796 -1.845 0.348
H 1.375 -0.869 -2.048 0.329
H 2.918 0.821 -3.033 0.451
H 3.174 1.582 -1.468 0.343
H 3.766 -0.081 -1.768 0.329
C 2.388 0.945 1.212 0.575
C 3.855 0.542 1.289 -1.492
H 1.955 1.005 2.225 0.123
H 2.270 1.937 0.757 -0.373
H 4.389 1.319 1.845 0.479
H 4.005 -0.410 1.810 0.308
H 4.317 0.482 0.297 0.238
Br -5.339 0.614 1.269 -0.044
P -1.793 -1.802 -0.956 0.686
C -0.747 -2.772 -2.162 -0.332
C -1.354 -4.038 -2.758 -1.356
H 0.135 -3.031 -1.545 0.158
H -0.379 -2.096 -2.953 0.416
H -0.607 -4.518 -3.404 0.442
H -1.631 -4.750 -1.970 0.256
H -2.237 -3.823 -3.375 0.262
C -3.056 -2.963 -0.246 -0.736
C -4.379 -3.194 -0.975 -1.325
H -3.277 -2.514 0.738 0.349
H -2.567 -3.931 -0.044 0.474
H -5.010 -3.863 -0.368 0.438
H -4.939 -2.261 -1.112 0.270
H -4.252 -3.675 -1.954 0.224
C -2.760 -0.516 -1.898 0.005
C -3.212 -0.843 -3.322 -1.390
H -2.076 0.351 -1.923 0.160
H -3.621 -0.208 -1.277 0.073
H -3.678 0.049 -3.768 0.434
H -2.376 -1.138 -3.970 0.295
H -3.962 -1.644 -3.351 0.275
N -0.457 -2.201 5.529 -0.277
C 0.417 -0.959 5.635 -0.650
C 0.058 0.006 4.503 1.196
O 0.625 1.085 4.302 -0.597
O -1.077 -0.316 3.827 -0.151
H -1.348 -1.932 5.082 0.318
H -0.644 -2.660 6.434 0.377
H 0.035 -2.874 4.926 0.372
H 0.192 -0.513 6.611 0.325
H 1.472 -1.268 5.672 0.362
```

## Properties
**Total charge**: +2

Entry 3:
Density functional theory data (ωB97M-V with the def2-TZVPD basis set) for a molecular structure, C27H43BeBrN2P2.

Structure (XYZ):
```
76
Properties=species:S:1:pos:R:3:mulliken_charge:R:1
N -2.473 -3.835 4.358 -0.523
C -2.054 -4.490 3.269 -0.617
C -0.774 -4.321 2.751 -0.365
C 0.117 -3.406 3.371 0.664
C -0.343 -2.744 4.538 -0.284
C -1.645 -2.999 4.987 -0.594
C 1.361 -3.057 2.736 -0.515
Be -0.361 0.109 -0.759 -0.411
P 0.412 1.114 -2.496 1.006
C 2.105 -1.957 3.071 -0.549
C 2.893 -1.250 2.081 0.793
C 3.205 0.117 2.270 -0.531
C 3.681 0.885 1.220 -0.284
C 3.799 0.292 -0.038 -0.289
C 3.677 -1.086 -0.223 -0.474
C 3.198 -1.855 0.837 -0.869
Br 4.587 1.341 -1.499 -0.117
H 1.628 -3.688 1.883 0.316
H 1.976 -1.456 4.032 0.434
H -0.482 -4.863 1.851 0.577
H 0.277 -2.024 5.059 0.390
H -2.752 -5.183 2.792 0.429
H -2.009 -2.502 5.890 0.374
H 3.033 0.570 3.246 0.449
H 3.034 -2.917 0.700 0.505
H 3.987 1.918 1.365 0.498
H 3.978 -1.532 -1.161 0.598
P -1.711 1.177 0.565 1.359
C 1.380 -0.233 -3.274 -0.566
C 2.601 0.171 -4.085 -0.858
H 0.664 -0.794 -3.896 0.543
H 1.681 -0.914 -2.461 0.331
H 3.071 -0.729 -4.507 0.431
H 2.361 0.854 -4.908 0.252
H 3.353 0.647 -3.436 -0.128
C 1.455 2.365 -1.679 1.244
C 2.062 3.448 -2.572 -1.465
H 2.256 1.806 -1.170 -1.201
H 0.858 2.828 -0.875 -0.105
H 2.797 4.026 -1.992 0.445
H 2.582 3.032 -3.448 0.286
H 1.284 4.143 -2.916 0.374
C -0.553 1.984 -3.786 -0.306
C 0.114 2.116 -5.151 -1.491
H -0.815 2.976 -3.387 0.439
H -1.496 1.419 -3.875 0.437
H -0.535 2.685 -5.827 0.430
H 1.068 2.655 -5.098 0.295
H 0.290 1.138 -5.612 0.371
C -3.450 1.559 0.060 -0.839
C -3.636 2.037 -1.375 -1.205
H -3.816 2.325 0.761 0.539
H -4.051 0.656 0.231 0.294
H -4.682 2.339 -1.518 0.452
H -3.010 2.902 -1.622 0.288
H -3.426 1.240 -2.099 0.261
C -1.129 2.870 1.036 -1.106
C 0.019 2.888 2.036 -1.103
H -2.004 3.411 1.427 0.602
H -0.842 3.356 0.092 0.487
H 0.352 3.921 2.172 0.430
H -0.298 2.513 3.014 0.336
H 0.878 2.297 1.701 0.182
C -1.938 0.328 2.187 -0.556
C -2.985 -0.781 2.218 -1.159
H -2.172 1.092 2.946 0.551
H -0.955 -0.094 2.450 0.309
H -3.057 -1.181 3.236 0.315
H -3.984 -0.427 1.939 0.431
H -2.714 -1.616 1.558 0.050
C -2.222 -3.692 -0.881 -0.983
C -1.535 -2.423 -0.767 1.457
N -0.957 -1.410 -0.803 -0.683
H -3.071 -3.605 -1.575 0.365
H -2.604 -4.027 0.094 0.214
H -1.533 -4.461 -1.265 0.345
```

## Properties
**Total charge**: +2

Entry 4:
Density functional theory data (ωB97M-V with the def2-TZVPD basis set) for 3 unconnected molecules or ions with the total composition C27H43Br2IN5O8S2.

Structure (XYZ):
```
88
Properties=species:S:1:pos:R:3:mulliken_charge:R:1
C 1.514 2.845 5.046 -0.986
C 1.294 3.809 3.708 -0.376
C 0.404 2.998 2.595 -1.092
I -1.312 1.896 3.501 0.213
C 1.266 2.053 1.569 0.339
N 0.723 1.475 0.245 0.450
C -0.688 1.712 -0.244 -0.605
C -0.843 1.887 -1.867 -0.119
C -2.464 2.169 -2.165 0.273
N -3.440 1.139 -1.582 -0.523
O -2.920 3.195 -2.899 -0.541
C 1.892 0.703 -0.326 0.367
C 1.920 -0.095 -1.758 -0.527
Br 2.468 1.024 -3.374 -0.068
C 1.561 -1.522 -1.986 0.502
C 1.631 -2.165 -3.527 -1.010
Br 0.957 -2.636 -0.418 -0.058
C 3.234 0.705 0.632 -0.362
C 4.694 -0.020 0.446 -0.665
C 4.762 -1.519 1.183 -0.432
C 3.595 -1.741 2.314 -0.163
S 3.763 -3.399 3.216 -0.115
C 2.099 -4.330 3.184 -0.014
S 0.591 -3.481 3.155 -0.172
N 2.193 -5.840 3.220 0.072
C 0.971 -6.492 3.832 -0.588
C 0.736 -6.152 5.424 -0.851
C 2.539 -6.442 1.876 -0.214
C 4.171 -6.547 1.712 -0.844
N 2.692 1.574 1.761 0.716
O 3.585 1.760 2.748 -0.247
C 4.578 2.783 2.376 0.491
N 5.362 3.710 1.917 -0.390
H 0.529 2.993 5.701 0.330
H 1.568 1.734 4.640 0.274
H 2.454 3.148 5.680 0.305
H 2.329 4.193 3.268 0.239
H 0.720 4.790 4.051 0.357
H -0.119 3.832 1.919 0.506
H -1.384 0.866 0.213 0.130
H -1.082 2.728 0.244 0.271
H -0.145 2.698 -2.347 0.328
H -0.624 0.847 -2.410 0.189
H -3.055 0.156 -1.696 0.299
H -3.582 1.290 -0.558 0.308
H 2.610 -1.824 -4.092 0.347
H 0.716 -1.797 -4.195 0.267
H 1.688 -3.355 -3.472 0.307
H 5.599 0.597 0.916 0.331
H 4.915 -0.182 -0.691 0.317
H 5.806 -1.588 1.751 0.306
H 4.783 -2.334 0.332 0.218
H 2.494 -1.683 1.900 0.036
H 3.702 -0.909 3.138 0.185
H -0.013 -6.316 3.179 0.293
H 1.158 -7.669 3.772 0.404
H 1.742 -6.176 6.063 0.232
H -0.023 -6.956 5.870 0.326
H 0.179 -5.106 5.533 0.226
H 2.111 -7.552 1.779 0.400
H 2.138 -5.833 0.953 0.090
H 4.608 -5.701 1.032 0.189
H 4.638 -6.575 2.801 0.222
H 4.387 -7.606 1.219 0.324
C -4.000 0.085 -5.724 -0.449
O -4.722 -1.141 -5.823 -0.304
C -4.141 -2.185 -5.178 0.769
O -3.095 -2.147 -4.551 -0.545
O -4.927 -3.277 -5.353 -0.309
C -4.436 -4.460 -4.725 -0.601
H -4.555 0.849 -6.275 0.254
H -3.921 0.403 -4.679 0.130
H -3.008 -0.014 -6.176 0.274
H -4.374 -4.323 -3.641 0.277
H -3.461 -4.740 -5.137 0.279
H -5.142 -5.270 -4.930 0.220
C -3.457 5.554 -2.232 -0.446
O -3.943 6.415 -1.204 -0.259
C -4.551 7.540 -1.659 0.717
O -4.702 7.850 -2.830 -0.536
O -4.960 8.260 -0.585 -0.314
C -5.622 9.480 -0.914 -0.614
H -2.990 4.688 -1.755 -0.023
H -4.281 5.200 -2.860 0.342
H -2.699 6.064 -2.837 0.321
H -6.532 9.283 -1.489 0.290
H -4.951 10.147 -1.465 0.290
H -5.906 9.974 0.020 0.222
```

## Properties
**Total charge**: +1

Gap between HOMO and LUMO for the records above, in order: 5.06; 4.33; 5.94; 6.48 eV
F_max for the records above, in order: 0.99; 2.59; 2.81; 11.55 eV Å⁻¹
HOMO level for the records above, in order: -5.85; -11.91; -12.98; -10.93 eV